Here is a 4-piece molecular cluster, C18H35NO5 overall at a distorted geometry from OMol25. Energies are from wB97M-V/def2-TZVPD.

Each line ends with the Löwdin charge.
CARTESIAN COORDINATES (ANGSTROEM)
O (-1.02, -3.01, 5.82)  -0.142
O (1.87, -1.77, 0.36)  -0.099
O (1.75, 1.08, -3.14)  -0.175
O (-3.41, 0.95, -0.87)  -0.150
O (0.34, 0.14, 2.73)  0.178
N (-0.24, 0.82, 0.59)  0.063
C (0.64, -1.37, -0.17)  -0.306
C (-4.54, 1.67, -1.37)  -0.196
C (2.15, 2.45, -3.09)  -0.197
C (2.42, 2.87, -4.52)  -0.168
C (-0.37, -2.17, 4.86)  -0.212
C (3.87, -0.47, 0.47)  -0.060
C (-0.03, -0.11, 1.68)  -0.464
C (-0.65, -2.59, 7.14)  -0.213
C (3.01, -1.37, -0.40)  -0.246
C (-4.45, 1.59, -2.89)  -0.168
C (0.49, 0.14, -0.50)  -0.142
C (0.52, -1.63, 6.98)  -0.173
C (1.48, 0.71, -4.50)  -0.199
C (1.44, 2.00, -5.30)  -0.169
C (-3.78, 0.24, -3.10)  -0.164
C (0.21, -0.99, 5.62)  -0.181
C (-0.32, -1.48, 1.05)  -0.021
C (-2.81, 0.20, -1.93)  -0.213
H (0.44, 2.44, -5.26)  0.113
H (-0.39, -3.47, 7.74)  0.113
H (1.33, 3.03, -2.65)  0.122
H (3.02, 2.55, -2.44)  0.119
H (3.45, 2.62, -4.80)  0.115
H (-1.36, -1.64, 0.82)  0.118
H (0.08, -2.21, 1.74)  0.111
H (2.28, 3.94, -4.68)  0.113
H (1.46, -2.18, 6.92)  0.112
H (-0.54, -0.21, 5.74)  0.118
H (-5.45, 1.20, -1.00)  0.119
H (1.43, 0.69, -0.52)  0.097
H (-1.86, 0.69, -2.19)  0.104
H (1.08, -0.56, 5.13)  0.102
H (4.83, -0.30, -0.02)  0.074
H (0.54, 0.15, -4.54)  0.114
H (3.60, -2.26, -0.61)  0.113
H (-4.50, 2.70, -1.00)  0.119
H (0.09, 0.35, -1.47)  0.082
H (-2.60, -0.81, -1.58)  0.119
H (-1.51, -2.10, 7.60)  0.115
H (-1.09, -1.87, 4.10)  0.107
H (-1.23, 0.86, 0.37)  0.094
H (0.42, -2.76, 4.37)  0.118
H (1.71, 1.86, -6.34)  0.112
H (-3.81, 2.39, -3.28)  0.114
H (-5.43, 1.67, -3.37)  0.112
H (-4.52, -0.57, -3.00)  0.116
H (4.03, -0.94, 1.42)  0.077
H (0.21, -1.98, -0.95)  0.141
H (3.35, 0.46, 0.63)  0.069
H (-3.29, 0.13, -4.06)  0.111
H (2.75, -0.90, -1.34)  0.106
H (0.59, -0.91, 7.79)  0.109
H (2.29, 0.05, -4.84)  0.119

Spin multiplicity: 1
Molar mass (g mol⁻¹): 345.48
Gap between HOMO and LUMO (hartree): 0.3503
Highest occupied orbital energy (eV): -8.992
Energy above the lowest of the compared OMol25 structures with the same formula, charge and spin (eV): 3.118

Here is C22H17Co2FO10 as an isolated structure at a distorted geometry from OMol25. Energies are from wB97M-V/def2-TZVPD.

Each line ends with the Löwdin charge.
CARTESIAN COORDINATES (ANGSTROEM)
Co (-0.26, -0.50, 0.36)  0.099
Co (0.82, 1.72, 2.12)  0.119
F (0.06, -2.93, 1.84)  0.005
O (3.20, 3.11, 2.97)  0.026
O (-2.32, -0.81, 2.42)  0.110
O (0.62, -3.53, -1.46)  0.074
O (-1.94, 0.61, -1.74)  0.126
O (2.03, -3.04, 0.27)  -0.013
O (-1.73, -4.36, 0.36)  0.099
O (2.38, -0.66, 1.65)  0.045
O (1.27, -0.59, -2.12)  0.120
O (-2.54, -2.34, -0.17)  -0.031
O (-0.26, 0.57, 4.53)  0.076
C (1.56, 3.81, -2.58)  -0.116
C (0.05, 4.79, -0.42)  -0.037
C (0.42, 5.64, -1.46)  -0.127
C (1.24, 2.95, -1.54)  -0.022
C (-1.53, -0.58, 1.61)  -0.184
C (-4.86, -2.06, -0.63)  -0.074
C (2.25, 2.54, 2.62)  -0.197
C (-0.24, -2.47, 0.56)  -0.248
C (-2.06, 1.72, 1.53)  -0.157
C (1.33, -0.21, 1.40)  -0.193
C (0.69, -0.58, -1.12)  -0.189
C (-1.36, 0.12, -0.88)  -0.176
C (1.16, 5.15, -2.54)  -0.151
C (-1.56, -3.16, 0.21)  -0.430
C (0.10, 1.02, 3.53)  -0.201
C (3.21, -3.60, -0.39)  -0.197
C (-3.73, -3.04, -0.59)  -0.214
C (0.50, 3.45, -0.43)  -0.220
C (0.84, -3.08, -0.35)  -0.478
C (-0.75, 2.05, 1.37)  -0.401
C (0.27, 2.65, 0.72)  -0.204
C (4.35, -2.62, -0.24)  -0.081
H (1.50, 1.90, -1.57)  0.089
H (1.46, 5.82, -3.34)  0.075
H (-2.45, 1.74, 2.56)  0.043
H (-5.78, -2.59, -0.87)  0.064
H (2.15, 3.43, -3.41)  0.086
H (5.29, -3.13, -0.47)  0.063
H (-5.03, -1.60, 0.35)  0.084
H (-3.94, -3.83, 0.13)  0.117
H (4.25, -1.81, -0.98)  0.080
H (2.99, -3.79, -1.45)  0.114
H (-3.55, -3.48, -1.58)  0.132
H (-2.79, 1.85, 0.71)  0.036
H (0.13, 6.69, -1.42)  0.080
H (3.46, -4.54, 0.12)  0.117
H (-4.73, -1.28, -1.38)  0.076
H (-0.57, 5.11, 0.41)  0.109
H (4.40, -2.21, 0.77)  0.076

Net charge: -2
Spin multiplicity: 1
Molar mass (g mol⁻¹): 578.23
Gap between HOMO and LUMO (hartree): 0.1543
Highest occupied orbital energy (eV): 0.620

Here is a 2-piece molecular cluster, C25H32N3 overall at a distorted geometry from OMol25. Energies are from wB97M-V/def2-TZVPD.

Each line ends with the Löwdin charge.
CARTESIAN COORDINATES (ANGSTROEM)
N (2.46, -2.17, 0.75)  -0.066
N (-3.68, 0.08, 0.25)  -0.054
N (0.68, 2.77, -0.78)  -0.205
C (3.41, -2.08, 1.84)  0.009
C (2.47, -3.18, -0.22)  -0.153
C (0.95, -3.99, -1.92)  -0.014
C (-1.66, -0.82, -0.25)  -0.137
C (-0.57, -1.26, -1.03)  0.081
C (-3.73, -0.30, 2.72)  0.005
C (-3.02, -0.87, 3.79)  -0.054
C (0.52, 2.74, 0.66)  -0.269
C (-0.39, 2.89, -3.00)  -0.081
C (-1.89, -0.95, 1.20)  -0.099
C (-1.26, -1.61, 2.25)  -0.012
C (1.32, -2.98, -1.04)  -0.113
C (-5.04, 0.58, 0.11)  0.017
C (0.64, -1.79, -0.54)  -0.136
C (1.39, -1.35, 0.57)  0.025
C (-3.12, -0.32, 1.47)  -0.160
C (1.73, -5.17, -1.97)  -0.060
C (0.31, 4.10, 1.32)  -0.078
C (-0.41, 2.30, -1.60)  -0.268
C (2.02, 2.85, -1.35)  -0.247
C (2.49, 4.22, -1.83)  -0.079
C (3.20, -4.35, -0.21)  0.000
C (-1.79, -1.51, 3.55)  -0.054
C (-2.83, -0.21, -0.76)  0.054
C (2.83, -5.35, -1.12)  -0.056
H (-3.43, -0.83, 4.79)  0.115
H (1.14, 4.79, 1.10)  0.068
H (-5.03, 1.58, -0.35)  0.108
H (1.85, 4.61, -2.62)  0.063
H (0.51, 2.61, -3.55)  0.071
H (2.71, 2.49, -0.57)  0.111
H (3.99, -1.15, 1.79)  0.108
H (-0.62, 4.56, 0.99)  0.075
H (2.90, -2.12, 2.82)  0.107
H (2.05, 2.16, -2.21)  0.108
H (1.46, -5.96, -2.67)  0.111
H (-0.39, -2.23, 2.04)  0.105
H (-0.73, -1.25, -2.11)  0.141
H (-0.35, 2.11, 0.89)  0.104
H (0.26, 3.98, 2.41)  0.072
H (-1.27, 2.54, -3.55)  0.073
H (-1.25, -1.94, 4.39)  0.112
H (-1.35, 2.56, -1.09)  0.116
H (4.02, -4.46, 0.50)  0.107
H (4.08, -2.94, 1.75)  0.081
H (2.52, 4.94, -1.01)  0.067
H (-5.48, 0.64, 1.11)  0.081
H (3.50, 4.13, -2.24)  0.076
H (1.19, -0.50, 1.20)  0.148
H (-0.42, 3.99, -2.95)  0.082
H (-4.71, 0.15, 2.84)  0.109
H (3.41, -6.27, -1.17)  0.111
H (1.43, 2.27, 1.08)  0.102
H (-3.06, 0.01, -1.80)  0.159
H (-0.38, 1.20, -1.66)  0.083
H (-5.66, -0.09, -0.50)  0.111
H (0.05, -3.85, -2.52)  0.118

Net charge: +1
Spin multiplicity: 1
Molar mass (g mol⁻¹): 374.55
Gap between HOMO and LUMO (hartree): 0.2014
Highest occupied orbital energy (eV): -10.045
Energy above the lowest of the compared OMol25 structures with the same formula, charge and spin (eV): 1.046

Here is C2H3N2O2 as an isolated structure at a distorted geometry from OMol25. Energies are from wB97M-V/def2-TZVPD.

Each line ends with the Löwdin charge.
CARTESIAN COORDINATES (ANGSTROEM)
O (-0.93, 2.19, 0.13)  -0.144
O (3.33, -0.46, 0.10)  -0.259
N (-0.70, 0.93, 0.18)  -0.307
N (2.15, -0.42, -0.28)  -0.174
C (-0.13, -0.04, 0.80)  -0.075
C (-1.24, -0.40, -0.22)  -0.122
H (0.97, -0.35, 0.38)  -0.038
H (-1.14, -0.70, -1.21)  0.028
H (-2.32, -0.73, 0.11)  0.089

Net charge: -1
Spin multiplicity: 1
Molar mass (g mol⁻¹): 87.06
Gap between HOMO and LUMO (alpha / beta) (hartree): 0.2407 / 0.2454
Highest occupied orbital energy (alpha / beta) (eV): -2.139 / -2.429
Energy above the lowest of the compared OMol25 structures with the same formula, charge and spin (eV): 7.318

Here is a 3-piece molecular cluster, C3H9NO2S overall at a distorted geometry from OMol25. Energies are from wB97M-V/def2-TZVPD.

Each line ends with the Löwdin spin population.
CARTESIAN COORDINATES (ANGSTROEM)
S (-1.78, -0.46, 1.19)  0.771
O (-0.92, 0.09, -2.50)  0.007
O (1.18, 1.16, -1.24)  0.030
N (3.10, -0.76, 1.29)  0.000
C (-3.33, 0.17, 0.57)  0.096
C (1.49, 0.35, -0.31)  0.027
C (2.75, 0.02, 0.12)  0.006
H (0.63, -0.13, 0.24)  0.020
H (-3.64, -0.22, -0.39)  0.001
H (3.57, 0.50, -0.40)  0.002
H (-0.06, 0.52, -2.15)  0.000
H (-4.04, -0.16, 1.33)  0.032
H (-1.15, -0.46, -1.77)  0.003
H (-3.39, 1.25, 0.52)  0.006
H (2.96, -0.21, 2.12)  0.000
H (2.63, -1.65, 1.37)  0.000

Net charge: -1
⟨S²⟩: 0.75
Spin multiplicity: 2
Molar mass (g mol⁻¹): 123.18
Gap between HOMO and LUMO (alpha / beta) (hartree): 0.2145 / 0.1397
Highest occupied orbital energy (alpha / beta) (eV): -2.725 / -2.709
Energy above the lowest of the compared OMol25 structures with the same formula, charge and spin (eV): 1.323

Here is Br4Ca as an isolated structure from OMol25. Energies are from wB97M-V/def2-TZVPD.

Each line ends with the Löwdin charge.
CARTESIAN COORDINATES (ANGSTROEM)
Br (0.78, -1.12, -2.38)  -0.528
Br (0.90, 2.72, -0.66)  -0.552
Br (0.94, 0.02, 2.54)  -0.557
Br (-2.38, -1.75, 0.58)  -0.575
Ca (-0.23, 0.14, -0.08)  0.213

Net charge: -2
Spin multiplicity: 1
Molar mass (g mol⁻¹): 359.69
Gap between HOMO and LUMO (hartree): 0.2881
Highest occupied orbital energy (eV): -2.227
Energy above the lowest of the compared OMol25 structures with the same formula, charge and spin (eV): 0.000

Here is one molecule with the formula C6H6S2 at a distorted geometry from OMol25. Energies are from wB97M-V/def2-TZVPD.

Each line ends with the Löwdin charge.
CARTESIAN COORDINATES (ANGSTROEM)
S (2.17, 1.15, 1.69)  0.607
S (0.20, 1.97, -0.72)  0.886
C (0.86, 0.58, 0.24)  -0.861
C (-0.61, 0.93, 0.44)  -0.607
C (-1.54, -0.05, -0.11)  -0.130
C (-1.09, -1.06, -0.85)  -0.116
C (0.26, -1.45, -0.90)  -0.098
C (1.21, -0.66, -0.37)  -0.162
H (-0.88, 1.49, 1.41)  0.124
H (-2.69, 0.11, 0.06)  0.152
H (2.27, -1.16, -0.43)  0.150
H (0.59, -2.34, -1.35)  0.095
H (-1.95, -1.53, -1.27)  0.097
H (1.19, 2.03, 2.16)  -0.135

Spin multiplicity: 1
Molar mass (g mol⁻¹): 142.25
Gap between HOMO and LUMO (hartree): 0.3289
Highest occupied orbital energy (eV): -8.631
Energy above the lowest of the compared OMol25 structures with the same formula, charge and spin (eV): 1.272